(1)
A cluster of 5 separate species, C8H29N2O5 in total at a distorted geometry, computed with ωB97M-V/def2-TZVPD.

Its molar mass is 233.329 Da. Its frontier orbital gap is 0.3776 Ha. The value obtained for the lowest unoccupied orbital energy is -2.3652 eV. The total charge is +1. The value obtained for the electronic energy is -21978.058 eV. As for the highest occupied orbital energy: -12.64 eV. Its spin multiplicity is 1. The strongest force on any atom comes out at 0.0217 Eh/bohr.

```
44
Properties=species:S:1:pos:R:3:forces:R:3:nbo_charge:R:1
O -0.36917 0.92004 -0.64542 -0.029 0.012 -0.455 -0.875
H 0.33727 1.32825 -0.00963 0.502 -0.058 -0.426 0.526
H -0.22071 1.25460 -1.58327 -0.102 0.252 0.645 0.550
H -0.27187 -0.09267 -0.67335 0.202 0.004 0.403 0.551
C 0.50593 3.18832 2.34010 0.718 0.289 0.233 -0.623
C 1.43393 1.98559 2.18286 -0.566 0.866 -0.420 -0.065
C 0.76676 0.70760 2.64927 0.232 -0.139 -0.151 -0.064
O 0.48984 0.83939 4.00509 0.608 -0.106 0.439 -0.533
C 0.16861 -0.38403 4.63647 -0.583 -0.055 -0.479 -0.245
N 1.75824 1.84119 0.74164 -0.216 -0.761 0.122 -0.850
H -0.39757 3.07779 1.74231 -0.104 -0.043 0.067 0.205
H 1.03320 4.09622 2.02963 -0.111 -0.053 -0.180 0.213
H 0.27124 3.35605 3.39035 -0.236 -0.232 -0.058 0.246
H 2.34482 2.15389 2.75970 -0.036 -0.104 0.156 0.198
H 1.47517 -0.11313 2.44467 -0.136 -0.186 0.197 0.153
H -0.16915 0.49047 2.11402 0.056 0.119 -0.306 0.167
H 0.80275 -1.21453 4.31035 0.282 0.168 0.080 0.167
H -0.85727 -0.65928 4.35584 -0.018 -0.058 0.292 0.164
H 0.25480 -0.23526 5.70532 -0.068 -0.045 0.096 0.210
H 2.45879 1.10582 0.64924 -0.088 0.094 -0.141 0.375
H 2.18471 2.67207 0.34761 -0.108 0.169 0.183 0.393
C 1.31889 -3.49692 -2.01750 0.139 0.268 -0.146 -0.626
C 0.65725 -2.12428 -1.93061 0.252 -0.127 0.361 -0.070
C -0.66248 -2.07013 -2.66517 0.138 0.016 -0.303 -0.073
O -1.07830 -0.72207 -2.71678 -0.196 0.209 0.147 -0.581
C -2.45663 -0.56280 -3.04881 0.251 0.212 -0.049 -0.255
N 0.47943 -1.70415 -0.50412 -0.203 0.111 -0.825 -0.850
H 2.25767 -3.49365 -1.46138 -0.099 -0.047 0.173 0.218
H 1.60158 -3.76243 -3.03765 -0.291 -0.027 -0.031 0.231
H 0.65087 -4.25126 -1.59999 0.102 -0.144 -0.059 0.213
H 1.30245 -1.36827 -2.38989 0.025 -0.046 0.019 0.195
H -1.41752 -2.71143 -2.19517 -0.026 0.068 0.153 0.178
H -0.51609 -2.43191 -3.68953 -0.012 -0.149 0.035 0.189
H -2.60897 0.49511 -3.26056 -0.005 -0.034 -0.016 0.194
H -3.09656 -0.82936 -2.20522 -0.002 -0.188 -0.063 0.194
H -2.69285 -1.14003 -3.94581 -0.150 -0.039 0.080 0.182
H -0.06004 -2.42036 -0.02437 0.011 0.062 0.073 0.376
H 1.40628 -1.71090 -0.09087 -0.084 0.033 0.225 0.373
O -2.92517 0.24700 0.67225 0.045 -0.087 0.169 -0.947
H -3.10469 -0.38841 1.37471 -0.085 0.051 -0.057 0.473
H -3.28396 1.07828 1.00326 -0.008 -0.049 -0.057 0.478
O 0.16819 2.22340 -2.89642 -0.020 -0.230 -0.375 -0.960
H 0.04675 3.13854 -3.17607 -0.037 -0.045 0.157 0.505
H 0.01357 1.68768 -3.68708 0.053 0.049 0.092 0.500
```
Positions in Å, forces in eV/Å.

(2)
A cluster of 2 separate species, C23H53N4O5P2 in total at a distorted geometry, computed with ωB97M-V/def2-TZVPD.

Its molar mass is 527.648 Da. Its frontier orbital gap is 0.1773 Ha. The value obtained for the lowest unoccupied orbital energy is 0.8680 eV. The total charge is -1. The value obtained for the electronic energy is -59484.904 eV. As for the highest occupied orbital energy: -3.96 eV. Its spin multiplicity is 1. The strongest force on any atom comes out at 0.1560 Eh/bohr.

```
87
Properties=species:S:1:pos:R:3:forces:R:3:mulliken_charge:R:1
C 7.47767 -1.33208 0.09689 0.217 0.728 0.766 -0.988
C 6.44879 -0.31403 0.70881 -0.075 -0.442 -0.635 -0.806
C 5.82432 0.63672 -0.36946 0.475 -0.613 0.755 -0.066
C 6.85742 1.63803 -0.95681 0.137 0.352 -0.847 -0.742
C 6.24894 2.97886 -1.46276 -1.127 -0.120 0.349 -1.037
C 5.30229 3.65507 -0.38733 1.146 -0.454 -0.938 0.564
C 5.23814 5.19205 -0.64110 0.198 -0.329 1.266 -1.113
C 3.95056 5.90281 -0.12629 -0.768 0.762 -1.327 -0.969
C 2.61496 5.14447 -0.45662 1.194 -1.166 0.450 -0.388
C 2.21555 4.28929 0.78939 -0.321 0.407 -0.668 -1.399
C 0.93447 3.41072 0.56833 1.112 0.328 2.375 1.016
N 1.03742 2.55189 -0.61733 -1.036 0.687 0.182 -0.095
C -0.22823 1.94599 -1.07223 0.166 -0.854 -1.870 0.733
C -0.90250 2.71059 -2.28254 0.718 -0.249 0.003 -1.736
C 0.14511 0.52815 -1.64728 -0.949 -0.287 0.565 -1.004
C 0.40852 -0.53436 -0.55173 -0.038 -0.864 -0.286 -0.482
C -0.91253 -1.03417 0.13041 0.890 0.715 0.097 -1.109
C 0.83052 2.49922 1.87401 -0.066 -1.088 1.147 -0.022
O 1.47724 2.85811 2.86742 0.604 1.068 -0.021 -0.793
O 0.11931 1.46504 1.88439 -0.612 0.224 -1.501 -0.611
P -0.57108 4.54881 0.61390 -1.710 0.288 -1.637 -0.066
O -0.17626 5.99876 1.35486 0.267 -0.949 0.570 -0.374
O -1.67908 3.86702 1.68809 0.842 0.610 -0.191 -0.534
H 8.49750 -0.90474 0.21620 -0.481 -0.389 -0.309 0.223
H 7.30140 -1.52485 -0.98032 -0.022 -0.040 0.657 0.290
H 7.44381 -2.26433 0.69611 0.108 0.348 -0.594 0.341
H 6.93828 0.26213 1.52401 -0.344 -0.242 -0.499 0.364
H 5.63768 -0.91157 1.17271 0.294 0.484 -0.223 0.389
H 4.94449 1.10273 0.11017 0.449 0.064 -0.444 0.018
H 5.46503 -0.03031 -1.18498 -0.025 0.557 0.419 0.310
H 7.31678 1.13954 -1.84239 -0.021 0.288 0.599 0.327
H 7.69847 1.88364 -0.27455 -0.577 -0.324 0.008 0.392
H 5.61798 2.74790 -2.35401 0.428 0.288 0.402 0.294
H 6.99620 3.73380 -1.77763 -0.017 -0.652 0.159 0.382
H 4.33539 3.13317 -0.47385 0.323 0.504 0.285 -0.254
H 5.76323 3.41057 0.59396 -0.592 0.340 -0.287 0.426
H 6.08995 5.63447 -0.07056 -0.370 -0.204 -0.526 0.319
H 5.46587 5.38608 -1.70937 -0.570 0.006 0.452 0.417
H 3.97180 6.16739 0.94848 0.209 -0.393 -0.455 0.463
H 3.89112 6.87585 -0.67344 0.202 -0.446 0.485 0.290
H 1.80673 5.80004 -0.82728 0.362 -0.217 0.357 0.490
H 2.88177 4.41893 -1.26475 -0.383 0.653 0.181 0.008
H 3.05337 3.63490 1.10543 -0.512 0.315 -0.324 0.436
H 2.07555 4.98795 1.63881 -0.199 -0.583 -0.435 0.639
H 1.40605 3.05111 -1.42575 0.006 0.140 0.342 0.365
H -0.98783 1.81968 -0.28492 0.809 0.117 0.048 -0.112
H -0.73377 3.80344 -2.24336 -0.414 -0.567 0.187 0.409
H -1.97934 2.45345 -2.34657 0.529 0.324 0.017 0.367
H -0.41006 2.34353 -3.21209 -0.352 0.235 0.377 0.385
H 0.98254 0.60219 -2.37804 -0.371 0.207 0.574 0.338
H -0.74499 0.18385 -2.22984 0.534 0.091 0.206 0.402
H 0.86253 -1.44893 -1.00767 -0.144 0.631 0.028 0.373
H 1.14678 -0.19079 0.20061 -0.680 0.134 -0.349 0.253
H -1.49080 -0.13990 0.43498 0.138 -0.600 0.026 0.171
H -1.51173 -1.68792 -0.53344 0.323 0.324 0.330 0.433
H -0.60765 -1.57847 1.04602 -0.491 0.189 -0.428 0.325
H -0.83158 6.66642 1.11192 0.134 -0.418 -0.094 0.359
H -1.94246 2.98729 1.37282 0.423 0.084 0.252 0.344
O -3.35839 -3.87622 -0.37525 -1.164 2.691 -3.172 -0.780
P -4.88048 -3.93445 -0.22007 1.103 -4.990 6.186 0.886
N -4.78882 -3.52827 1.44630 -0.221 0.766 1.131 0.259
C -4.84228 -4.34815 2.63048 -0.114 -0.121 0.036 -1.014
C -4.52092 -2.13096 1.76333 0.059 0.048 -0.654 -0.987
N -4.96168 -5.63712 -0.53956 0.383 -0.427 -1.218 0.253
C -5.33287 -6.66473 0.40763 -0.837 0.117 -0.088 -1.258
C -3.91427 -6.17949 -1.40477 0.140 0.183 -0.087 -1.033
N -6.61380 -3.90784 -0.06474 0.074 0.431 -2.504 -0.092
C -7.42969 -3.75195 1.11913 -0.051 0.991 0.347 -0.811
C -7.38239 -4.45781 -1.18250 -0.075 0.266 -0.293 -1.004
H -5.65163 -4.01576 3.29825 0.049 0.036 0.104 0.398
H -3.90393 -4.29426 3.19505 0.016 0.044 -0.015 0.336
H -5.02863 -5.39809 2.44418 0.016 -0.021 -0.225 0.255
H -5.39079 -1.50581 1.51396 0.015 0.173 0.065 0.316
H -3.66050 -1.75591 1.20187 -0.002 0.040 0.024 0.119
H -4.30526 -1.98290 2.82056 -0.011 -0.191 0.010 0.427
H -4.51423 -6.89584 1.09932 -0.013 0.008 0.069 0.343
H -5.58344 -7.59255 -0.11882 0.086 0.063 -0.102 0.425
H -6.23180 -6.40580 0.96883 0.106 0.149 0.123 0.260
H -2.98046 -6.34059 -0.85540 0.089 0.040 -0.067 0.297
H -3.71283 -5.51495 -2.24305 0.108 0.044 0.155 0.305
H -4.22428 -7.13719 -1.83568 -0.209 0.010 0.175 0.342
H -7.44532 -4.66171 1.72639 0.142 -0.005 -0.004 0.234
H -8.46589 -3.52400 0.85151 0.079 -0.103 -0.268 0.344
H -7.11611 -2.91072 1.73558 0.156 -0.184 0.069 0.237
H -7.58793 -5.52323 -1.03815 0.028 0.000 0.017 0.299
H -6.84342 -4.33671 -2.12183 0.025 -0.147 0.058 0.317
H -8.33964 -3.94215 -1.30500 0.055 0.083 0.100 0.371
```
Positions in Å, forces in eV/Å.

(3)
The molecule C5H6O2, computed with ωB97M-V/def2-TZVPD.

Its molar mass is 98.101 Da. Its frontier orbital gap is 0.3917 Ha. The value obtained for the lowest unoccupied orbital energy is 0.8333 eV. The total charge is 0. The value obtained for the electronic energy is -9373.723 eV. As for the highest occupied orbital energy: -9.82 eV. Its spin multiplicity is 1. The strongest force on any atom comes out at 0.0099 Eh/bohr.

```
13
Properties=species:S:1:pos:R:3:forces:R:3:nbo_charge:R:1
O 0.37610 -2.11001 2.29498 0.231 0.150 0.087 -0.692
C -0.77131 -1.49595 1.74957 -0.341 0.064 -0.121 -0.134
C -0.48252 -0.70005 0.54384 0.161 0.275 -0.355 -0.008
C -0.19471 -0.02206 -0.41105 -0.161 -0.267 0.404 -0.044
C 0.10885 0.81126 -1.55955 -0.191 -0.128 -0.011 -0.018
C 0.38091 2.24453 -1.38616 -0.161 0.267 0.048 -0.089
O 1.42961 1.33217 -1.65004 0.201 -0.058 -0.014 -0.464
H 1.03240 -1.41793 2.44487 -0.020 -0.163 -0.009 0.470
H -1.27412 -0.85503 2.48993 0.091 -0.094 -0.127 0.187
H -1.46121 -2.30833 1.50327 0.073 0.128 -0.009 0.209
H -0.30469 0.47327 -2.50958 0.066 0.047 0.166 0.209
H 0.36607 2.66051 -0.37956 0.001 -0.090 -0.151 0.189
H 0.13961 2.93672 -2.19208 0.052 -0.132 0.091 0.186
```
Positions in Å, forces in eV/Å.